(1)
Formula: C6H35N2O9
Source: the OMol25 dataset
Level of theory: ωB97M-V with the def2-TZVPD basis set

Structure (ORCA input):
```
! RIJCOSX wB97M-V def2-TZVPD def2/J DEFGRID3
* xyz 2 2
C 1.398 -0.389 -0.889
N 0.093 -0.786 -0.243
C -0.612 0.094 0.675
C -1.478 -0.672 1.684
C -2.916 -1.081 1.053
C -1.841 0.118 2.967
C 1.079 -0.106 -2.359
N 0.299 -1.245 -3.005
H 1.856 0.449 -0.446
H 2.039 -1.252 -0.825
H 0.366 -1.634 0.299
H -1.357 0.642 0.024
H 0.029 0.912 1.075
H -0.991 -1.644 1.886
H -3.636 -0.284 0.966
H -2.644 -1.273 0.022
H -3.134 -2.068 1.478
H -1.773 1.209 2.762
H -1.257 0.108 3.870
H -2.838 -0.147 3.307
H 2.056 0.064 -2.917
H 0.468 0.765 -2.486
H -0.192 -0.872 -3.817
H 0.908 -2.009 -3.245
H -0.326 -1.632 -2.263
H -3.455 -0.277 -2.641
H -2.527 0.304 -1.638
O -2.551 0.050 -2.566
H 3.694 -1.178 1.882
H 2.615 -0.060 1.823
O 2.771 -1.006 1.649
H -2.177 -3.052 -1.645
H -1.048 -3.597 -0.678
O -1.231 -3.252 -1.566
H 1.777 2.026 -0.631
H 2.463 2.631 -1.891
O 1.620 2.461 -1.461
H -2.484 2.939 0.576
H -3.348 2.195 -0.296
O -2.370 2.375 -0.244
H 0.538 -4.026 1.843
H 1.531 -2.957 1.797
O 1.056 -3.547 1.183
H -0.532 4.366 0.979
H 0.596 4.690 -0.219
O 0.360 4.349 0.646
H 4.349 0.495 -0.191
H 4.583 -0.636 -1.225
O 3.912 -0.028 -0.875
H 1.138 3.211 1.605
H 1.402 1.681 2.113
O 1.722 2.579 2.099
*
```

Values from the calculation:
LUMO level (spin up / spin down) = -0.204 / -0.391 Ha
energy relative to the best compared isomer or geometry (same formula, charge and spin) = 2.402 eV
HOMO energy (spin up / spin down) = -0.6167 / -0.6163 hartree
Kohn-Sham gap (spin up / spin down) = 11.24 / 6.13 eV
total energy = -1035.5693 a.u.

Atomic partial charges in e from the Löwdin method, atoms 1 to 2: -0.15 0.18

---

(2)
Formula: C4H8N2O
Source: the OMol25 dataset
Level of theory: ωB97M-V with the def2-TZVPD basis set

Structure (ORCA input):
```
! RIJCOSX wB97M-V def2-TZVPD def2/J DEFGRID3
* xyz 0 1
O 2.852 -0.427 0.040
C 1.654 -0.254 0.097
N 0.723 -1.281 0.144
C -0.649 -1.040 -0.245
C -1.200 0.156 0.516
C -0.307 1.362 0.209
N 1.102 1.039 -0.062
H 1.125 -2.167 -0.126
H -0.674 -0.681 -1.415
H -1.235 -1.971 -0.124
H -1.206 -0.006 1.597
H -2.227 0.344 0.183
H -0.272 2.071 1.028
H -0.710 1.920 -0.654
H 1.024 0.936 -1.190
*
```

Values from the calculation:
LUMO level = 0.024 Ha
energy relative to the best compared isomer or geometry (same formula, charge and spin) = 1.497 eV
HOMO energy = -0.3562 hartree
Kohn-Sham gap = 10.34 eV
SMILES = O=C1NCCCN1
total energy = -341.9486 a.u.

Atomic partial charges in e from the Löwdin method, atoms 1 to 2: 0.07 -0.57

---

(3)
Formula: C2H3NO2S
Source: the OMol25 dataset
Level of theory: ωB97M-V with the def2-TZVPD basis set

Structure (ORCA input):
```
! RIJCOSX wB97M-V def2-TZVPD def2/J DEFGRID3
* xyz 0 1
O -2.678 -0.584 -0.126
C -1.929 0.347 0.025
N -0.523 0.152 -0.294
S 0.284 -1.336 -0.078
C 1.927 -0.513 -0.073
O 2.005 0.733 -0.139
H -2.169 1.492 0.113
H 0.161 0.854 0.418
H 2.922 -1.144 0.155
*
```

Values from the calculation:
LUMO level = 0.010 Ha
energy relative to the best compared isomer or geometry (same formula, charge and spin) = 2.595 eV
HOMO energy = -0.3456 hartree
Kohn-Sham gap = 9.67 eV
SMILES = O=CNSC=O
total energy = -681.3640 a.u.

Atomic partial charges in e from the Löwdin method, atoms 1 to 2: 0.01 -0.38

---

(4)
Formula: C4H15NO3
Source: the OMol25 dataset
Level of theory: ωB97M-V with the def2-TZVPD basis set

Structure (ORCA input):
```
! RIJCOSX wB97M-V def2-TZVPD def2/J DEFGRID3
* xyz 0 1
C -1.657 0.250 -1.923
C -0.670 0.579 -0.821
C 0.813 0.128 -1.074
C 0.985 -1.248 -0.352
N -0.023 -2.209 -0.739
H -1.659 -0.777 -2.146
H -1.610 0.925 -2.744
H -2.662 0.112 -1.576
H -0.734 1.638 -0.556
H -0.948 0.154 0.177
H 1.064 0.019 -2.112
H 1.423 0.962 -0.313
H 1.968 -1.631 -0.625
H 1.018 -0.947 0.729
H 1.207 3.649 1.587
H 0.231 -3.144 -0.460
O 0.833 2.881 1.190
H 1.158 1.915 1.654
H 1.778 0.647 2.941
O 1.723 0.763 1.980
H -2.599 -2.097 1.262
H -0.861 -1.960 -0.227
O -1.987 -1.426 0.905
*
```

Values from the calculation:
LUMO level = -0.198 Ha
energy relative to the best compared isomer or geometry (same formula, charge and spin) = 9.809 eV
HOMO energy = -0.3378 hartree
Kohn-Sham gap = 3.81 eV
total energy = -441.5214 a.u.

Atomic partial charges in e from the Löwdin method, atoms 1 to 2: -0.10 -0.26

---

(5)
Formula: C4H26BO21Rb
Source: the OMol25 dataset
Level of theory: ωB97M-V with the def2-TZVPD basis set

Structure (ORCA input):
```
! RIJCOSX wB97M-V def2-TZVPD def2/J DEFGRID3
* xyz 0 1
Rb 3.776 -4.106 -1.338
O 3.197 -1.359 -2.726
C 2.304 -0.849 -2.093
O 2.335 0.418 -1.826
B 1.246 0.582 -0.873
O 0.744 -0.758 -0.633
C 1.279 -1.547 -1.448
O 1.269 -2.803 -1.328
O 0.198 1.429 -1.431
C 0.126 2.427 -0.646
O -0.698 3.301 -0.807
C 0.903 2.237 0.504
O 1.595 1.231 0.337
O 0.639 2.617 1.640
O -0.606 -4.181 0.149
H -0.280 -3.489 -0.434
H -1.275 -4.773 -0.259
O 1.880 1.675 4.072
H 2.424 0.946 3.797
H 1.943 2.215 3.272
O -0.959 -3.663 -2.730
H -0.588 -3.077 -3.460
H -1.682 -4.230 -3.085
O -0.583 -0.371 -3.792
H -0.464 0.507 -3.519
H -1.524 -0.431 -3.940
O 1.327 -2.194 1.741
H 0.995 -1.732 2.514
H 1.022 -1.600 1.080
O -1.924 0.186 0.715
H -2.190 -0.374 1.466
H -1.973 -0.392 0.004
O 3.356 -0.375 2.696
H 2.647 -0.833 2.221
H 3.947 -0.268 1.962
O -2.696 4.128 0.958
H -3.231 4.844 0.640
H -1.926 4.139 0.330
O 0.405 -5.940 -2.639
H -0.115 -5.199 -2.319
H 0.574 -6.447 -1.853
O 0.131 3.527 4.988
H 0.817 2.870 4.784
H -0.401 3.479 4.201
O -3.145 1.964 -0.803
H -3.071 2.596 -0.126
H -2.637 1.153 -0.502
O -1.636 2.121 3.048
H -0.775 2.203 2.645
H -1.638 1.237 3.391
O -1.851 2.279 -3.157
H -2.258 2.225 -2.305
H -0.966 2.437 -3.061
*
```

Values from the calculation:
LUMO level = -0.058 Ha
HOMO energy = -0.3453 hartree
Kohn-Sham gap = 7.83 eV
total energy = -1797.1799 a.u.

Atomic partial charges in e from the Löwdin method, atoms 1 to 2: 1.01 0.12

---

(6)
Formula: C26H22ClIN3O6S2ScSe
Source: the OMol25 dataset
Level of theory: ωB97M-V with the def2-TZVPD basis set

Structure (ORCA input):
```
! RIJCOSX wB97M-V def2-TZVPD def2/J DEFGRID3
* xyz -2 1
Sc -0.723 -0.399 -0.123
I -1.319 -3.867 -0.930
C 0.704 -4.210 -0.691
C 1.211 -5.426 -1.157
C 2.536 -5.832 -0.865
C 3.350 -5.013 -0.095
C 2.891 -3.741 0.325
C 3.808 -2.922 1.050
C 3.387 -1.658 1.378
C 2.094 -1.186 1.053
C 1.182 -1.940 0.362
C 1.548 -3.259 -0.002
H 0.571 -6.075 -1.757
H 2.909 -6.765 -1.268
H 4.365 -5.301 0.164
H 4.789 -3.331 1.287
H 4.062 -0.987 1.896
H 1.876 -0.146 1.287
N -2.036 -1.552 1.571
H -1.821 -2.547 1.582
H -3.042 -1.469 1.408
H -1.803 -1.169 2.514
Cl -3.381 1.397 1.205
C -2.290 1.474 -0.155
H -1.748 2.421 -0.091
H -2.897 1.356 -1.063
Se 1.189 1.887 -0.584
C 2.100 2.285 -2.121
N 2.670 2.608 -3.092
O 0.426 -1.232 5.753
S -0.226 -0.015 5.331
O -1.294 0.540 6.121
N -0.757 -0.209 3.731
C -0.045 0.577 2.915
O -0.191 0.624 1.641
C 0.972 1.440 3.560
C 1.853 2.356 2.953
C 2.745 3.042 3.758
C 2.780 2.836 5.157
C 1.915 1.907 5.758
C 1.014 1.236 4.930
H 1.789 2.516 1.878
H 3.415 3.762 3.309
H 3.464 3.404 5.779
H 1.903 1.736 6.830
C -3.781 4.195 -5.111
C -3.113 2.929 -4.625
C -3.629 1.663 -4.965
C -3.068 0.487 -4.470
C -1.954 0.607 -3.616
C -1.367 1.866 -3.293
C -1.983 3.009 -3.784
S -1.429 -0.882 -2.818
O -0.055 -0.589 -2.122
O -1.349 -1.955 -3.783
O -2.375 -1.030 -1.617
H -4.403 3.995 -5.999
H -2.999 4.909 -5.390
H -4.430 4.649 -4.343
H -4.500 1.574 -5.610
H -3.459 -0.494 -4.741
H -0.488 1.927 -2.651
H -1.562 3.988 -3.551
*
```

Values from the calculation:
LUMO level = 0.148 Ha
energy relative to the best compared isomer or geometry (same formula, charge and spin) = 1.127 eV
HOMO energy = -0.0651 hartree
Kohn-Sham gap = 5.81 eV
total energy = -6336.2973 a.u.

Atomic partial charges in e from the Löwdin method, atoms 1 to 2: 0.77 1.13

---

(7)
Formula: H14NO10
Source: the OMol25 dataset
Level of theory: ωB97M-V with the def2-TZVPD basis set

Structure (ORCA input):
```
! RIJCOSX wB97M-V def2-TZVPD def2/J DEFGRID3
* xyz -1 1
N -0.919 -0.834 0.717
O -1.892 -0.565 1.475
O -0.456 -0.029 -0.052
O -0.600 -2.032 0.758
O -1.545 1.984 6.104
H -1.789 1.508 6.898
H -1.976 1.505 5.395
O 0.450 -4.987 -3.852
H 0.654 -4.193 -4.346
H -0.260 -4.728 -3.264
O 3.889 1.387 -4.194
H 3.101 1.578 -3.684
H 3.575 1.289 -5.093
O -6.603 1.380 0.622
H -6.613 2.328 0.757
H -5.741 1.103 0.931
O 4.856 -4.120 0.414
H 3.978 -3.828 0.168
H 5.402 -3.340 0.325
O 2.999 1.381 3.705
H 2.120 1.305 4.076
H 3.558 0.893 4.309
O -1.953 3.521 -4.399
H -1.615 3.308 -3.529
H -2.620 4.189 -4.241
*
```

Values from the calculation:
LUMO level = 0.097 Ha
energy relative to the best compared isomer or geometry (same formula, charge and spin) = 2.369 eV
HOMO energy = -0.1555 hartree
Kohn-Sham gap = 6.88 eV
total energy = -815.4703 a.u.

Atomic partial charges in e from the Löwdin method, atoms 1 to 2: -0.69 -0.14

---

(8)
Formula: C4HNO
Source: the OMol25 dataset
Level of theory: ωB97M-V with the def2-TZVPD basis set

Structure (ORCA input):
```
! RIJCOSX wB97M-V def2-TZVPD def2/J DEFGRID3
* xyz 0 1
C -0.445 1.520 -1.489
C -0.262 0.633 -0.679
C 0.157 -0.300 0.405
O 1.058 0.076 1.131
C 0.009 -1.617 1.069
N 0.122 -2.539 1.767
H -0.625 2.286 -2.235
*
```

Values from the calculation:
LUMO level = -0.045 Ha
energy relative to the best compared isomer or geometry (same formula, charge and spin) = 1.498 eV
HOMO energy = -0.3997 hartree
Kohn-Sham gap = 9.65 eV
SMILES = C#CC(=O)C#N
total energy = -282.8622 a.u.

Atomic partial charges in e from the Löwdin method, atoms 1 to 2: 0.16 -0.01